[1]
{
  "formula": "C4H11NO",
  "method": "ωB97M-V/def2-TZVPD",
  "orbital_gap_ev": 9.81,
  "e_tot_ha": -288.9070,
  "multiplicity": 1,
  "smiles": "CCOCNC",
  "e_above_lowest_kcal_mol": 69.0,
  "species": ["C", "C", "O", "C", "N", "C", "H", "H", "H", "H", "H", "H", "H", "H", "H", "H", "H"],
  "xyz": [[-1.833859, 1.293438, -0.652250], [-0.350007, 1.488060, -0.996380], [0.449367, 0.673107, -0.066334], [1.065187, -0.553891, -0.501268], [0.489991, -1.560739, 0.283697], [1.029613, -1.717064, 1.655172], [-1.901953, 1.726547, 0.306598], [-2.229317, 0.208143, -0.739343], [-2.521900, 2.038027, -1.217566], [-0.108791, 1.308820, -2.012430], [-0.186813, 2.574207, -0.636054], [2.275132, -0.463790, -0.493988], [0.818143, -0.456819, -1.665731], [-0.537848, -1.360221, 0.480701], [0.760203, -0.854051, 2.215750], [2.137479, -1.676461, 1.837091], [0.645371, -2.667314, 2.202337]],
  "atomic_forces_ev_per_a": [[-1.146, -0.213, -1.982], [-0.231, 0.846, 3.113], [0.001, 1.689, -0.393], [0.716, 2.766, -2.759], [-0.730, -1.868, 1.038], [0.624, -1.074, 0.945], [-0.393, -0.380, 1.638], [0.633, 1.906, 0.235], [1.174, -1.483, 0.238], [0.495, -0.089, -0.987], [0.374, -1.571, -1.196], [-2.850, -0.528, 0.611], [0.393, -1.565, 2.083], [1.909, -0.197, -1.047], [-0.749, 0.691, 0.897], [-0.719, -0.521, -1.197], [0.500, 1.593, -1.236]],
  "lowdin_charge": [-0.1060, -0.2504, -0.2094, -0.2990, -0.1133, -0.1393, 0.0387, 0.0996, 0.0988, 0.0817, 0.1359, 0.1623, 0.1371, 0.1332, 0.0447, 0.0837, 0.1015]
}


[2]
{
  "formula": "C13H23N3O3",
  "method": "ωB97M-V/def2-TZVPD",
  "orbital_gap_ev": 10.00,
  "e_tot_ha": -899.1965,
  "multiplicity": 1,
  "smiles": "CNC(=O)[C@H]1CCCN1C(=O)[C@H](NC(C)=O)C(C)C",
  "e_above_lowest_kcal_mol": 11.3,
  "species": ["C", "N", "C", "O", "C", "C", "C", "C", "N", "C", "O", "C", "N", "C", "C", "O", "C", "C", "C", "H", "H", "H", "H", "H", "H", "H", "H", "H", "H", "H", "H", "H", "H", "H", "H", "H", "H", "H", "H", "H", "H", "H"],
  "xyz": [[3.713761, 2.868415, 1.453862], [3.272664, 1.738669, 0.639096], [2.607948, 0.697016, 1.095014], [2.291277, 0.558954, 2.305077], [2.239864, -0.321851, 0.052481], [2.896481, -1.666343, 0.402965], [1.913367, -2.659387, -0.201398], [0.548600, -2.043509, 0.021731], [0.765784, -0.607323, -0.052393], [-0.178141, 0.328974, -0.299324], [0.102872, 1.485172, -0.557693], [-1.683419, -0.087765, -0.294354], [-2.335135, 0.410936, -1.531316], [-2.057714, -0.094884, -2.728062], [-2.485916, 0.743724, -3.917018], [-1.416192, -1.129385, -2.889897], [-2.352743, 0.385023, 1.006796], [-1.572025, 0.061125, 2.282100], [-3.709190, -0.245344, 1.101494], [3.457182, 3.779942, 0.940248], [3.268751, 2.862375, 2.447471], [4.772268, 2.812333, 1.676241], [3.469742, 1.736451, -0.344369], [2.670822, -0.034290, -0.922727], [2.877101, -1.802046, 1.458744], [3.882916, -1.776086, -0.049138], [1.963246, -3.575582, 0.373757], [2.065729, -2.799543, -1.283059], [-0.153797, -2.428798, -0.694262], [0.208106, -2.257441, 1.020877], [-1.722659, -1.163537, -0.294180], [-2.822074, 1.290313, -1.524864], [-1.985333, 0.392467, -4.790836], [-3.564438, 0.656760, -4.078117], [-2.307600, 1.823447, -3.792156], [-2.468322, 1.470883, 0.934109], [-2.163050, 0.300537, 3.128224], [-1.290640, -0.982079, 2.243397], [-0.616461, 0.616424, 2.271246], [-4.301862, -0.048063, 0.229427], [-3.566417, -1.332446, 1.120811], [-4.235352, 0.035761, 2.039997]],
  "atomic_forces_ev_per_a": [[-0.021, -0.569, 0.258], [0.862, 1.012, -0.009], [-1.653, -0.279, 3.024], [0.518, 0.032, -2.265], [-0.154, -0.276, -0.680], [-1.039, 0.073, -1.207], [-0.059, -0.139, -0.073], [0.196, 0.018, 0.473], [1.209, -0.053, -0.048], [-0.253, 0.177, -0.676], [0.242, 0.411, 0.196], [0.879, 0.154, -0.142], [-0.138, 0.114, 2.067], [1.149, -0.499, -1.365], [-0.887, 0.554, 0.477], [-0.247, 0.212, 0.285], [-0.158, 0.689, -0.250], [1.518, 0.414, -1.980], [-0.426, -0.717, 0.755], [0.063, 0.377, -0.079], [-0.534, -0.248, -0.305], [0.413, 0.085, -0.379], [0.003, 0.325, -0.091], [-0.587, 0.211, 0.109], [0.395, 0.038, 0.899], [0.041, 0.176, 0.381], [0.107, -0.552, -0.464], [0.128, -0.191, 0.434], [-0.434, 0.153, -0.395], [-0.287, -0.448, 0.495], [-0.253, -0.437, -0.242], [0.188, 0.152, 0.345], [0.351, -0.254, -0.510], [0.019, -0.163, -0.007], [0.193, -0.405, 0.146], [0.088, 0.107, 0.031], [-0.383, 0.116, 0.902], [-0.115, -0.475, 0.408], [-0.402, -0.118, 0.379], [-0.576, 0.275, -0.314], [-0.148, -0.004, 0.145], [0.195, -0.047, -0.729]],
  "lowdin_charge": [-0.0398, 0.0379, -0.4653, 0.0219, -0.1688, -0.1120, -0.1531, -0.1483, 0.0437, -0.4061, 0.0791, -0.1783, 0.1205, -0.5412, 0.0026, 0.0454, -0.3892, -0.0368, -0.0812, 0.0804, 0.0856, 0.0789, 0.1343, 0.1535, 0.1094, 0.1254, 0.1128, 0.1267, 0.1147, 0.1141, 0.1215, 0.1458, 0.0701, 0.0832, 0.0870, 0.1429, 0.0701, 0.0751, 0.0871, 0.0654, 0.0905, 0.0947]
}


[3]
{
  "formula": "C2H4Cl4",
  "method": "ωB97M-V/def2-TZVPD",
  "orbital_gap_ev": 11.56,
  "e_tot_ha": -1919.3490,
  "multiplicity": 1,
  "smiles": "ClCCl.ClCCl",
  "e_above_lowest_kcal_mol": 10.1,
  "species": ["Cl", "C", "Cl", "H", "H", "Cl", "C", "Cl", "H", "H"],
  "xyz": [[-7.577900, 0.560010, -22.642920], [-8.428470, 0.908110, -21.103670], [-7.660560, 0.186930, -19.630470], [-8.689810, 1.961320, -21.000930], [-9.402460, 0.462260, -21.305330], [-0.725300, 0.223200, -24.126170], [-1.908870, -0.317310, -22.947340], [-1.604770, -2.004560, -22.569660], [-1.801760, 0.287410, -22.046820], [-2.801570, -0.194010, -23.560510]],
  "atomic_forces_ev_per_a": [[0.189, 0.374, 0.660], [-0.889, -0.623, -0.387], [-0.512, 0.671, -1.126], [1.013, 0.053, 0.208], [0.208, -0.476, 0.642], [0.944, 0.518, -0.367], [0.154, 0.112, -0.731], [-0.292, -0.263, 0.284], [-0.393, -0.141, -0.244], [-0.423, -0.225, 1.061]],
  "lowdin_charge": [0.4740, -0.9923, 0.4727, 0.0323, 0.0131, 0.4905, -1.0440, 0.5041, 0.0313, 0.0184]
}


[4]
{
  "formula": "CH5N3O2S",
  "method": "ωB97M-V/def2-TZVPD",
  "orbital_gap_ev": 8.62,
  "e_tot_ha": -754.0278,
  "multiplicity": 1,
  "e_above_lowest_kcal_mol": 6.1,
  "species": ["C", "N", "N", "N", "O", "O", "S", "H", "H", "H", "H", "H"],
  "xyz": [[-0.999817, 0.130038, -0.138717], [-1.991702, 0.019705, -0.937505], [-0.063755, 1.184404, -0.296583], [-0.767762, -0.630615, 1.008160], [1.640142, -1.309700, -0.714092], [2.962712, 0.392465, 0.506973], [2.401210, -0.150885, -0.704910], [-0.425253, 2.050237, -0.645058], [-2.428066, -0.878497, -0.896700], [0.460576, 1.242543, 0.609088], [-1.046149, -1.604906, 0.980177], [0.257864, -0.444794, 1.229169]],
  "atomic_forces_ev_per_a": [[-1.630, 0.280, -0.594], [1.380, 0.603, -0.447], [0.651, -1.455, 2.205], [2.682, 1.152, -0.163], [-1.652, -2.990, 0.520], [-0.593, -0.591, -0.137], [2.372, 3.431, -0.655], [-0.217, 0.231, -0.107], [-0.594, -0.431, 0.495], [-0.716, 0.986, -1.336], [0.265, 0.231, -0.094], [-1.947, -1.448, 0.312]],
  "lowdin_charge": [-0.6319, 0.0988, 0.0601, 0.1048, -0.4123, -0.4366, 0.8403, 0.0925, 0.0217, 0.0800, 0.0982, 0.0844]
}


[5]
{
  "formula": "C5H15N3",
  "method": "ωB97M-V/def2-TZVPD",
  "orbital_gap_ev": 9.36,
  "e_tot_ha": -363.7196,
  "multiplicity": 1,
  "smiles": "C[C@@H](CN)NCCN",
  "e_above_lowest_kcal_mol": 42.3,
  "species": ["C", "C", "C", "N", "N", "C", "C", "N", "H", "H", "H", "H", "H", "H", "H", "H", "H", "H", "H", "H", "H", "H", "H"],
  "xyz": [[1.385341, 0.756599, 1.982793], [0.914078, 0.695242, 0.535141], [2.069938, 0.837697, -0.505013], [1.696133, 1.706987, -1.606302], [0.039608, -0.421771, 0.132186], [-1.380592, -0.104901, -0.134312], [-1.993239, -1.294701, -0.892706], [-2.966137, -2.087435, -0.182213], [0.874773, 0.075025, 2.670663], [1.218553, 1.751962, 2.388551], [2.425238, 0.420673, 2.030771], [0.315165, 1.585048, 0.319011], [2.954837, 1.114054, 0.078903], [2.342434, -0.162025, -0.871765], [0.719204, 1.749633, -1.826309], [2.264806, 1.419462, -2.392488], [0.193219, -1.263232, 0.654135], [-1.364310, 0.881949, -0.588416], [-1.954759, 0.016500, 0.803966], [-1.212241, -1.966754, -1.238255], [-2.403455, -0.838063, -1.818499], [-2.790976, -3.081700, -0.241229], [-3.347617, -1.790250, 0.701387]],
  "atomic_forces_ev_per_a": [[0.037, -0.759, 0.233], [-0.551, -0.034, -1.402], [-0.412, -1.093, 1.207], [1.526, 0.255, 0.312], [0.043, 0.974, -0.314], [1.112, -1.286, 1.650], [-0.309, 1.208, -1.012], [-0.361, -0.536, -0.196], [-0.372, -0.007, -0.339], [0.530, 0.076, 0.032], [0.076, 0.498, 0.199], [-0.042, 0.118, 0.359], [0.082, 0.939, -0.523], [-0.317, -0.109, 0.116], [-0.215, -0.438, -0.075], [-0.534, 0.381, -0.334], [-0.145, -0.241, 0.298], [-0.383, -0.240, -0.642], [-0.017, 0.083, -0.067], [0.307, 0.195, 0.047], [-0.245, -0.463, 0.244], [-0.125, 0.345, 0.320], [0.314, 0.133, -0.111]],
  "lowdin_charge": [-0.0545, -0.3936, -0.2631, 0.0014, -0.0576, -0.2032, -0.2895, -0.0165, 0.0716, 0.0755, 0.0697, 0.1161, 0.0936, 0.1056, 0.0509, 0.0645, 0.1049, 0.0987, 0.1062, 0.1017, 0.0999, 0.0604, 0.0572]
}


[6]
{
  "formula": "C4H7NO2S",
  "method": "ωB97M-V/def2-TZVPD",
  "orbital_gap_ev": 9.35,
  "e_tot_ha": -759.9411,
  "multiplicity": 1,
  "smiles": "CO/C(=N\\S)C(C)=O",
  "e_above_lowest_kcal_mol": 85.0,
  "species": ["C", "O", "C", "N", "S", "C", "C", "O", "H", "H", "H", "H", "H", "H", "H"],
  "xyz": [[0.668314, 1.809348, -1.523458], [1.002995, 1.274598, -0.128772], [0.384802, 0.161303, 0.443257], [0.483986, -0.270108, 1.585399], [1.154208, 0.805191, 2.791960], [-0.501725, -0.729636, -0.644513], [-1.103801, -1.971929, 0.041599], [-0.634219, -0.330718, -1.818255], [0.986086, 1.053299, -2.135380], [-0.376818, 1.962813, -1.791992], [1.174223, 2.814866, -1.727628], [0.617257, 0.071914, 3.920442], [-1.546902, -2.770484, -0.646730], [-0.432023, -2.338799, 0.828685], [-1.876384, -1.541658, 0.805386]],
  "atomic_forces_ev_per_a": [[0.160, 1.912, 1.676], [-1.247, 0.310, 0.196], [-0.724, 0.771, -6.232], [0.211, 0.573, 3.104], [-0.829, -1.580, 1.036], [0.516, 0.927, -0.826], [-1.407, 0.755, 0.517], [-0.094, -2.145, 3.682], [1.162, -1.260, -1.810], [-0.115, -0.103, 0.952], [-0.185, -1.624, 1.043], [0.845, 0.994, -1.803], [0.693, 1.376, 1.019], [0.324, -0.271, -0.816], [0.690, -0.635, -1.738]],
  "lowdin_charge": [-0.0149, -0.1021, -0.4421, -0.3022, 0.7103, -0.2615, -0.0393, 0.0284, 0.0373, 0.0826, 0.1150, -0.0970, 0.1043, 0.0611, 0.1199]
}